# 1
DFT (the ωB97M-V functional and the def2-TZVPD basis) results for a single C28H29N3O6S molecule in a non-equilibrium geometry.

```
67
Properties=species:S:1:pos:R:3
H 1.90 -3.86 0.48
C 4.51 -1.84 0.75
C -6.86 -1.45 -0.88
C 3.11 3.76 1.22
C -5.27 2.33 2.46
N 1.04 -2.50 1.86
C 5.65 -0.50 -2.61
H -3.12 -1.68 -3.33
C -4.57 0.82 0.77
H -6.19 2.51 3.02
H 6.59 -1.03 -2.52
H 5.16 -0.84 -3.51
C -3.41 -2.43 -2.59
H -6.49 -2.48 -0.90
N 3.10 0.72 -2.27
H -0.90 -2.53 1.14
C 0.01 -1.95 1.02
S 2.26 -1.45 2.33
C -3.30 1.35 0.72
O 1.64 -0.19 2.64
H 3.67 0.70 -3.11
H 0.69 -4.52 1.60
H 0.19 3.42 2.91
C 2.17 3.89 2.25
O -5.57 1.28 1.58
H -4.47 2.07 3.15
H 1.84 0.06 0.06
C 5.25 -1.60 -0.40
H 5.87 0.56 -2.72
C -2.70 -0.26 -0.96
H -3.93 -3.24 -3.09
H -7.92 -1.46 -0.59
H -2.52 -2.83 -2.09
H 3.52 3.00 -0.73
C 3.29 -1.22 0.87
H 2.30 -4.07 2.21
H 4.87 -2.48 1.54
C 0.92 3.34 2.13
H 2.44 4.42 3.15
C 4.80 -0.75 -1.40
C 2.80 -0.39 -0.11
H -6.76 -1.01 -1.87
C 1.53 2.51 -0.08
H -3.00 2.18 1.34
C 3.54 -0.12 -1.25
H -4.99 3.25 1.92
H -0.18 -0.93 1.35
H -0.47 0.73 -2.17
C 1.13 1.77 -1.23
O -6.22 -0.68 0.11
N -0.65 2.09 0.89
C -2.35 0.83 -0.16
H -1.96 -0.70 -1.61
C -1.01 1.41 -0.18
H 6.22 -2.07 -0.51
C -3.97 -0.81 -0.91
C 2.80 3.09 0.07
H 4.09 4.21 1.33
C -4.94 -0.26 -0.06
C 0.57 2.63 0.96
H 0.29 -1.94 -0.04
C -0.14 1.25 -1.29
O 3.03 -2.12 3.33
C 1.51 -3.81 1.51
C 2.04 1.58 -2.39
O -4.33 -1.91 -1.66
O 1.87 2.14 -3.45
```

## Properties
Net charge: 0
Structure (SMILES): COc1cc(-c2cc(C(=O)Nc3cc(S(=O)(=O)N(C)C)ccc3C)c3ccccc3n2)cc(OC)c1OC
LUMO level (eV): -0.1
HOMO-LUMO gap (hartree): 0.2809
E_tot (Ha): -2098.25503

Atomic partial charges in e from the Mulliken method, atoms 1 to 4: atom 1 (H): 0.321, atom 2 (C): -0.651, atom 3 (C): -0.777, atom 4 (C): -0.824

***

# 2
DFT (the ωB97M-V functional and the def2-TZVPD basis) results for a molecular structure, C28H29N3OSV.

```
63
Properties=species:S:1:pos:R:3
C 3.70 0.83 -0.38
C 1.04 -0.75 2.21
H -0.49 5.07 -2.00
C 1.14 -0.73 -6.69
H -4.74 -1.27 0.76
H 4.60 -0.34 1.17
H 3.96 -1.11 -3.98
C -0.60 3.02 -1.39
C 1.85 -0.16 3.19
H 2.14 -2.49 -1.61
C -0.17 4.34 -1.27
H 1.70 0.11 -7.09
C 3.95 -0.35 0.30
H 0.97 5.75 -0.13
C -2.24 -2.24 0.10
C 2.57 -1.56 -1.25
C 0.65 4.72 -0.22
H -1.92 -1.11 1.91
H 3.58 -2.46 0.41
C 2.18 -2.26 4.23
C 1.06 3.79 0.73
C -0.22 -0.55 -4.48
H 1.18 -3.93 3.30
H 4.15 1.76 -0.05
V -0.67 0.14 -0.33
N 1.99 -0.53 -4.37
C -0.20 2.07 -0.45
S 1.99 1.55 2.90
C 2.34 -0.37 -1.93
H -4.11 -2.22 2.11
C -2.59 -1.09 1.05
H -4.29 -0.47 2.27
N 1.51 -0.39 -3.10
H 2.61 -2.87 5.01
H 3.57 -0.78 -5.67
C 1.01 1.40 1.52
H 2.68 1.75 -2.05
C 0.96 -0.61 -5.22
H -2.57 1.13 1.03
H 1.66 -1.65 -6.94
O -0.56 -0.37 -2.06
C 0.79 -2.12 2.24
C 0.63 2.48 0.61
C 2.43 -0.91 4.21
C 1.37 -2.86 3.25
C 3.38 -1.54 -0.12
C 3.42 -0.45 -4.65
H 3.05 -0.44 4.96
H -2.35 -3.20 0.60
H 0.16 -0.75 -7.17
H -2.89 -2.24 -0.78
H -1.20 -2.23 -0.27
H -1.25 2.74 -2.22
H 3.78 0.57 -4.54
H 0.17 -2.59 1.49
H 1.69 4.10 1.55
C 2.89 0.83 -1.51
C -4.02 -1.27 1.58
H -3.16 0.37 -0.50
N 0.57 0.17 1.27
C 0.17 -0.43 -3.15
H -1.23 -0.61 -4.86
C -2.48 0.27 0.36
```

## Properties
Net charge: +2
Spin multiplicity: 2
LUMO level (spin up / spin down) (eV): -6.9 / -6.6
HOMO-LUMO gap (spin up / spin down) (hartree): 0.2691 / 0.2828
E_tot (Ha): -2665.56236

Atomic partial charges in e from the Mulliken method, atoms 1 to 4: atom 1 (C): -0.870, atom 2 (C): -0.916, atom 3 (H): 0.467, atom 4 (C): -1.656